79
Properties=species:S:1:pos:R:3:forces:R:3 method="wB97M-V/def2-TZVPD" de_lowest_kcal_mol=0.00 lumo_ev=0.46 energy_ha=-6061.74193
C -4.6566 1.2097 -2.2595 -0.1 0.0 0.0
C -4.0912 0.4041 -1.0942 0.1 0.1 0.0
C -2.8893 -0.4573 -1.4736 -0.1 0.1 -0.1
C -1.7834 0.3710 -2.1130 0.1 0.1 -0.1
O -0.5074 -0.2661 -2.0967 -0.2 0.0 0.0
Si 0.4056 -0.4323 -0.7569 0.0 0.0 -0.1
C 0.0932 0.8447 0.5556 -0.2 0.2 -0.1
C 0.1972 2.3554 0.2610 0.1 0.0 0.1
C 1.3439 2.8044 -0.6373 0.1 0.0 0.2
Br 0.8700 2.9161 -2.5167 0.0 -0.1 -0.2
O 0.1172 -1.8525 0.0210 0.1 -0.2 -0.1
C 0.3985 -3.1260 -0.5584 0.1 -0.1 0.1
C -0.7960 -3.7179 -1.2827 0.0 -0.1 0.0
C -1.9550 -4.0445 -0.3368 -0.1 0.0 0.0
O 1.9540 -0.4496 -1.3023 -0.1 0.0 0.2
Si 3.3260 -0.6837 -0.4215 0.2 0.0 -0.1
C 3.9903 -2.4157 -0.7158 0.1 0.1 0.1
C 3.8386 -3.3217 0.5157 -0.1 0.0 0.0
C 3.9244 -4.7815 0.1256 0.0 -0.1 0.0
Cl 3.8340 -5.8611 1.5542 0.0 0.0 0.1
C 4.5561 0.6778 -0.8772 0.2 -0.2 0.0
O 4.5865 1.7038 0.1143 0.0 0.1 0.0
C 5.4973 1.4177 1.1539 0.0 -0.1 0.0
H -4.7481 0.6024 -3.1637 0.0 0.0 0.0
H -4.0191 2.0605 -2.5041 0.0 0.0 0.0
H -5.6448 1.6013 -2.0239 0.1 0.0 0.0
H -4.8721 -0.2287 -0.6658 0.0 0.0 0.0
H -3.7780 1.0960 -0.3048 -0.1 0.0 0.1
H -2.4975 -0.9471 -0.5785 0.0 -0.1 0.0
H -3.2148 -1.2324 -2.1741 0.1 -0.1 0.1
H -1.7198 1.3505 -1.6218 0.0 -0.1 0.0
H -2.0084 0.5743 -3.1607 0.0 0.0 0.0
H 0.7429 0.6103 1.4041 0.0 -0.1 -0.1
H -0.9230 0.6261 0.9048 0.0 0.0 0.1
H 0.3554 2.8678 1.2146 -0.1 0.0 0.0
H -0.7461 2.7425 -0.1230 0.0 0.0 -0.1
H 2.2006 2.1395 -0.5741 0.0 0.0 0.0
H 1.6769 3.8039 -0.3816 0.0 0.0 0.0
H 0.6812 -3.7914 0.2653 0.0 0.0 0.0
H 1.2626 -3.0602 -1.2316 -0.1 0.1 0.0
H -1.1136 -3.0444 -2.0781 0.0 0.1 0.0
H -0.4437 -4.6318 -1.7700 0.0 0.0 -0.1
H -2.9226 -3.8207 -0.7878 0.0 0.0 0.0
H -1.8792 -3.4722 0.5895 0.0 0.0 0.0
H -1.9677 -5.1041 -0.0804 0.1 0.0 0.1
H 3.0381 -0.5387 1.0279 -0.1 0.0 0.0
H 3.4771 -2.8570 -1.5765 0.0 0.1 0.0
H 5.0472 -2.3287 -0.9847 0.0 -0.1 -0.1
H 2.8810 -3.1469 1.0136 0.0 0.0 0.0
H 4.6099 -3.0945 1.2541 0.0 0.0 0.0
H 3.0958 -5.0643 -0.5217 0.0 0.0 0.0
H 4.8631 -5.0130 -0.3736 0.0 0.0 0.0
H 4.2901 1.1501 -1.8275 -0.1 0.0 0.0
H 5.5576 0.2439 -1.0175 0.0 0.1 0.0
H 6.5297 1.4119 0.7833 0.0 0.0 0.0
H 5.2853 0.4418 1.6140 0.0 0.0 0.0
H 5.4006 2.1871 1.9141 0.0 0.0 0.0
C -10.8041 1.5003 -3.6703 0.0 -0.1 -0.1
C -10.4496 0.1916 -2.9888 -0.1 0.0 0.1
O -9.0143 0.1765 -3.0266 0.0 -0.1 -0.1
S -8.4422 1.6554 -2.8730 -0.1 0.0 -0.1
O -8.0962 1.9106 -1.5217 0.0 0.0 0.1
O -7.5127 1.8771 -3.9183 0.1 0.0 0.0
O -9.8111 2.4143 -3.1820 -0.1 0.0 0.1
H -10.7221 1.4304 -4.7557 0.0 0.0 0.0
H -11.7829 1.8796 -3.3912 0.0 0.0 0.0
H -10.8111 -0.6844 -3.5190 0.1 0.0 0.0
H -10.7822 0.1684 -1.9502 0.0 0.0 0.0
C 5.4642 3.5330 6.5241 -0.1 0.0 0.0
C 5.5278 2.0278 6.7050 0.0 0.0 0.1
O 6.1787 1.5793 5.5063 -0.1 -0.1 0.0
S 7.2617 2.6481 5.0327 0.0 0.0 -0.1
O 8.5523 2.2902 5.4947 0.1 0.0 0.0
O 7.0359 2.9118 3.6579 0.0 0.0 0.0
O 6.7302 3.8543 5.9269 0.0 0.1 0.1
H 4.6642 3.8289 5.8445 0.0 0.0 0.0
H 5.3822 4.0772 7.4604 0.1 0.0 0.0
H 4.5508 1.5567 6.7566 0.0 0.0 -0.1
H 6.1300 1.7441 7.5691 0.0 0.0 0.0

---

68
Properties=species:S:1:pos:R:3:forces:R:3 method="wB97M-V/def2-TZVPD" lumo_ev=0.46 smiles="CCCCCCCCCC[Si@@H](I)[C@H](Br)CC.CNC(C)=O.CNC(C)=O" energy_ha=-4170.41494
C 0.0722 5.1106 -2.1234 0.1 0.0 0.1
C 1.2174 4.5080 -2.9514 -0.1 -0.2 0.0
C 2.2314 3.7268 -2.1179 -0.1 0.0 0.1
C 1.6457 2.4410 -1.5071 0.1 0.0 0.1
C 2.5389 1.1957 -1.6481 0.0 0.1 -0.1
C 1.7461 -0.0929 -1.8505 -0.1 0.0 0.0
C 0.7111 -0.3241 -0.7537 0.1 0.1 0.0
C 0.1733 -1.7556 -0.6446 -0.2 0.3 0.3
C -0.1263 -2.5277 -1.9286 0.0 0.0 0.0
C -1.5535 -2.3201 -2.4497 0.0 -0.1 -0.3
Si -1.9658 -0.6103 -3.0990 -0.2 0.0 0.0
I -2.0570 -0.6554 -5.5527 0.0 0.0 0.1
C -3.5853 0.0321 -2.3489 0.4 0.3 0.1
Br -5.1448 -0.7593 -3.1859 -0.2 -0.2 -0.1
C -3.6857 1.5532 -2.3563 -0.1 0.0 0.0
C -4.9076 2.1204 -1.6182 0.0 0.0 -0.1
H 0.3073 5.0867 -1.0581 0.0 0.0 0.0
H -0.8610 4.5666 -2.2612 0.0 0.0 0.0
H -0.1127 6.1496 -2.3896 -0.1 0.0 0.0
H 1.7274 5.2901 -3.5141 0.0 0.0 0.0
H 0.7973 3.8133 -3.6834 0.0 0.1 -0.2
H 2.5920 4.3807 -1.3203 0.2 0.0 0.0
H 3.0898 3.4774 -2.7451 0.0 0.0 0.0
H 1.4391 2.6095 -0.4493 -0.2 -0.1 0.0
H 0.6778 2.2411 -1.9730 0.0 0.0 -0.1
H 3.1802 1.0913 -0.7691 0.0 0.0 0.0
H 3.2092 1.3360 -2.5010 0.0 -0.1 0.0
H 2.4211 -0.9540 -1.9003 0.1 0.0 0.0
H 1.2575 -0.0386 -2.8310 0.0 -0.1 0.0
H -0.1055 0.3947 -0.8435 0.0 0.0 0.0
H 1.1712 -0.0798 0.2077 0.0 0.0 0.0
H 0.8733 -2.2978 -0.0070 0.1 -0.3 -0.3
H -0.7573 -1.7035 -0.0659 0.1 -0.1 0.1
H 0.5823 -2.2830 -2.7218 0.1 0.0 0.0
H 0.0076 -3.5941 -1.7295 0.0 0.0 0.0
H -2.2742 -2.5962 -1.6735 0.0 0.1 0.0
H -1.7342 -3.0053 -3.2834 0.0 0.0 0.0
H -0.9288 0.3958 -2.8147 -0.1 0.0 0.0
H -3.5966 -0.3309 -1.3170 -0.1 0.0 0.0
H -3.6904 1.8888 -3.3949 0.1 0.1 0.0
H -2.7698 1.9256 -1.8911 0.1 0.0 0.0
H -5.4136 1.3432 -1.0477 0.0 0.0 0.1
H -4.6168 2.9219 -0.9421 0.0 0.0 0.1
H -5.6373 2.5305 -2.3152 0.0 0.0 0.0
C 1.0759 1.0727 3.5643 0.0 0.0 -0.1
C -0.2660 0.8200 2.9162 0.1 0.0 0.0
O -0.5427 1.2501 1.8064 0.0 0.0 0.0
N -1.1614 0.0710 3.6108 -0.1 -0.1 0.1
C -1.0034 -0.5392 4.9175 -0.1 0.1 -0.1
H 1.6710 1.6690 2.8790 0.0 0.0 0.0
H 0.9621 1.6150 4.5034 0.0 0.0 0.0
H 1.5911 0.1330 3.7739 0.0 0.0 0.1
H -2.0372 -0.0565 3.1293 0.0 0.0 0.0
H -1.1116 -1.6220 4.8587 0.0 0.0 0.0
H -1.7447 -0.1512 5.6191 0.0 0.0 0.0
H -0.0151 -0.3307 5.3082 0.1 0.0 0.0
C 1.7883 -3.0229 2.4041 0.0 0.1 0.1
C 2.0874 -3.1987 3.8755 0.0 -0.1 -0.1
O 2.1842 -2.2396 4.6246 0.0 0.1 0.0
N 2.2390 -4.4653 4.3393 0.0 0.0 0.0
C 2.1570 -5.7063 3.5960 0.0 0.1 0.1
H 1.7118 -1.9540 2.2253 0.0 0.0 -0.1
H 2.5819 -3.4335 1.7790 0.0 0.0 0.0
H 0.8475 -3.4989 2.1271 0.0 0.0 0.0
H 2.4360 -4.5132 5.3265 0.0 0.0 0.0
H 1.3630 -6.3446 3.9863 0.0 0.0 0.0
H 3.0977 -6.2565 3.6479 0.0 0.0 0.0
H 1.9432 -5.4997 2.5527 0.0 0.0 0.0